The following is a DFT calculation (ωB97M-V with the def2-TZVPD basis set) of one molecule with the formula C5H9N.

Geometry as XYZ:
```
15
C5H9N (ωB97M-V with the def2-TZVPD basis set)
C 1.605 -1.851 -0.510
C 1.295 -0.359 -0.519
C -0.207 -0.063 -0.640
C -0.709 0.991 0.004
N -2.070 1.419 0.093
C -2.430 1.800 1.247
H 2.672 -2.048 -0.397
H 1.044 -2.358 0.292
H 1.338 -2.558 -1.319
H 1.617 0.014 0.447
H 1.908 0.132 -1.291
H -0.743 -0.624 -1.407
H -0.078 1.774 0.392
H -3.274 2.421 1.486
H -1.969 1.310 2.122
```

As for the net charge: 0. Its spin multiplicity is 1. The calculation puts the relative energy (zero: lowest compared OMol25 entry of this formula, charge and spin) at 50.7 kcal/mol. Its SMILES is C=N/C=C/CC.

These are the natural (NBO) partial charges, in e, on atoms 1 to 2:
1 C -0.6155
2 C -0.4299


The following is a DFT calculation (ωB97M-V with the def2-TZVPD basis set) of C25H25F5GeN4RuS3 as an isolated structure.

Geometry as XYZ:
```
64
C25H25F5GeN4RuS3 (ωB97M-V with the def2-TZVPD basis set)
Ru 0.194 0.420 -0.397
S 0.069 0.120 1.985
C 1.497 -0.736 2.279
C 1.624 -1.276 3.603
N 1.703 -1.694 4.672
C 2.551 -0.925 1.359
S 2.548 -0.340 -0.205
C 3.713 -1.660 1.782
N 4.648 -2.243 2.111
N -1.483 -3.613 -0.561
C -0.584 -2.679 -0.903
N -1.003 -1.461 -0.628
C -2.277 -1.614 -0.058
C -3.183 -0.666 0.413
C -4.371 -1.127 0.937
C -4.666 -2.501 0.989
C -3.783 -3.447 0.513
C -2.587 -2.967 -0.012
H -1.369 -4.604 -0.693
H 0.367 -2.921 -1.349
H -2.974 0.393 0.356
H -5.099 -0.419 1.312
H -5.609 -2.823 1.411
H -4.012 -4.504 0.546
C -4.971 4.562 -1.969
C -3.665 4.289 -2.710
C -2.482 4.052 -1.771
C -2.565 2.704 -1.044
Ge -1.084 2.533 0.219
C -1.544 2.894 2.073
C -1.958 4.377 2.181
C -3.433 4.642 1.875
C -3.762 6.130 1.816
H -5.761 4.856 -2.660
H -4.845 5.373 -1.246
H -5.327 3.681 -1.428
H -3.432 5.134 -3.361
H -3.780 3.417 -3.362
H -2.448 4.866 -1.037
H -1.547 4.102 -2.335
H -2.552 1.873 -1.753
H -3.490 2.619 -0.470
H 0.035 3.542 -0.133
H -0.660 2.689 2.675
H -2.341 2.235 2.425
H -1.337 5.003 1.529
H -1.742 4.716 3.197
H -4.043 4.157 2.642
H -3.706 4.177 0.925
H -3.563 6.615 2.775
H -4.811 6.298 1.570
H -3.154 6.635 1.060
F -1.017 -1.140 -7.239
C -0.703 -0.527 -6.113
C -0.062 -1.225 -5.100
F 0.235 -2.508 -5.262
C 0.262 -0.576 -3.930
F 0.907 -1.281 -2.994
C -0.035 0.768 -3.727
S 0.413 1.696 -2.318
C -0.684 1.441 -4.764
F -1.010 2.722 -4.620
C -1.017 0.810 -5.943
F -1.641 1.471 -6.908
```

As for the net charge: +1. Its spin multiplicity is 6. The calculation puts the relative energy (zero: lowest compared OMol25 entry of this formula, charge and spin) at 13.8 kcal/mol.

These are the natural (NBO) partial charges, in e, on atoms 1 to 2:
1 Ru 0.6555
2 S 0.1147


The following is a DFT calculation (ωB97M-V with the def2-TZVPD basis set) of a 2-piece molecular cluster, C5H12N overall.

Geometry as XYZ:
```
18
C5H12N (ωB97M-V with the def2-TZVPD basis set)
C -0.720 -0.891 -2.025
C -1.884 -0.110 -1.309
C -1.421 0.689 0.048
C -0.975 -0.029 1.153
C 0.270 -0.318 0.744
N 3.568 0.659 1.739
H -0.106 -1.212 -1.127
H -1.015 -1.780 -2.628
H -0.168 -0.371 -2.875
H -2.257 0.671 -2.137
H -2.572 -0.862 -0.888
H -0.524 1.240 -0.304
H -2.145 1.514 0.200
H -1.541 -0.383 1.954
H 0.853 -0.907 1.483
H 4.499 0.695 2.107
H 3.025 -0.147 2.131
H 3.113 1.544 1.734
```

As for the net charge: +1. Its spin multiplicity is 1. The calculation puts the relative energy (zero: lowest compared OMol25 entry of this formula, charge and spin) at 199.9 kcal/mol.

These are the natural (NBO) partial charges, in e, on atoms 1 to 2:
1 C -0.6220
2 C -0.3753


The following is a DFT calculation (ωB97M-V with the def2-TZVPD basis set) of a 6-piece molecular cluster, C46H66N9O4P overall.

Geometry as XYZ:
```
126
C46H66N9O4P (ωB97M-V with the def2-TZVPD basis set)
C -0.065 -7.130 -0.945
C 0.546 -6.889 0.522
C -0.168 -5.683 1.258
C 0.811 -4.710 2.026
C -0.019 -3.837 3.083
C -0.016 -2.288 2.744
C -1.113 -1.899 1.638
C -0.374 -1.889 0.243
C -1.327 -1.473 -0.970
C -0.445 -1.632 -2.268
C -0.496 -2.875 -3.103
O -1.386 -3.872 -2.712
C -2.600 -3.864 -3.493
C -3.808 -4.096 -2.492
O -4.699 -2.960 -2.501
C -5.177 -2.651 -1.186
C -6.420 -1.682 -1.377
C 0.384 -2.960 -4.262
C 0.299 -4.306 -5.087
C 1.691 -4.997 -5.270
N 2.220 -5.688 -4.323
C 1.322 -1.847 -4.667
N 2.091 -2.062 -5.802
C 2.908 -0.999 -6.015
C 2.982 0.226 -5.170
C 4.015 1.344 -5.554
C 4.769 1.889 -4.255
O 6.212 1.824 -4.395
C 6.821 1.224 -3.302
O 6.641 1.515 -2.151
N 2.194 0.443 -4.086
C 1.348 -0.629 -3.838
C 0.442 -0.533 -2.630
P 0.522 1.051 -1.612
N 0.426 2.318 -2.597
H 0.637 -6.755 -1.739
H -1.025 -6.552 -1.053
H -0.325 -8.213 -1.118
H 1.657 -6.781 0.415
H 0.355 -7.858 1.074
H -0.899 -6.133 1.992
H -0.690 -5.075 0.463
H 1.424 -4.051 1.352
H 1.543 -5.355 2.601
H -1.096 -4.170 3.058
H 0.410 -3.937 4.124
H -0.082 -1.624 3.655
H 0.996 -2.067 2.283
H -1.964 -2.640 1.640
H -1.516 -0.874 1.901
H 0.536 -1.221 0.259
H -0.054 -2.944 0.026
H -2.226 -2.157 -1.014
H -1.734 -0.436 -0.851
H -2.646 -4.698 -4.257
H -2.775 -2.863 -3.985
H -3.454 -4.310 -1.437
H -4.441 -4.990 -2.792
H -4.406 -2.138 -0.538
H -5.525 -3.587 -0.651
H -6.071 -0.691 -1.778
H -6.972 -1.526 -0.405
H -7.092 -2.129 -2.167
H -0.245 -4.119 -6.053
H -0.336 -5.036 -4.501
H 2.215 -4.897 -6.267
H 3.103 -6.041 -4.726
H 3.610 -1.064 -6.889
H 3.445 2.227 -5.972
H 4.720 0.999 -6.353
H 4.499 2.973 -4.112
H 4.450 1.319 -3.338
H 7.539 0.383 -3.542
H 1.712 1.059 -0.821
H -0.574 1.170 -0.713
H 1.295 2.846 -2.445
N 1.313 6.461 0.001
C 1.553 5.249 -0.584
C 2.725 4.754 -0.068
C 3.208 5.705 0.870
C 2.314 6.745 0.893
H 0.523 7.052 -0.193
H 0.871 4.845 -1.316
H 3.185 3.814 -0.334
H 4.108 5.633 1.461
H 2.304 7.659 1.463
N -1.416 8.054 3.923
C -0.598 7.744 2.870
C -0.034 6.519 3.119
C -0.536 6.070 4.368
C -1.388 7.037 4.838
H -1.955 8.898 4.011
H -0.487 8.422 2.038
H 0.660 6.002 2.477
H -0.300 5.142 4.866
H -1.974 7.089 5.741
N 2.853 2.330 2.681
C 3.400 2.581 3.910
C 4.007 1.431 4.349
C 3.825 0.449 3.342
C 3.112 1.033 2.326
H 2.340 2.996 2.125
H 3.307 3.555 4.366
H 4.525 1.310 5.288
H 4.176 -0.571 3.360
H 2.765 0.640 1.383
N -0.086 1.846 5.055
C -0.206 1.251 6.280
C -1.530 0.945 6.475
C -2.233 1.367 5.318
C -1.313 1.916 4.459
H 0.775 2.179 4.651
H 0.657 1.098 6.907
H -1.946 0.470 7.349
H -3.294 1.277 5.135
H -1.427 2.351 3.478
N -4.156 2.255 2.024
C -4.604 3.528 1.797
C -5.102 3.580 0.520
C -4.955 2.286 -0.044
C -4.372 1.490 0.909
H -3.735 1.931 2.878
H -4.527 4.286 2.560
H -5.526 4.450 0.043
H -5.245 1.974 -1.035
H -4.090 0.449 0.890
```

As for the net charge: 0. Its spin multiplicity is 1. Its SMILES is [H]/N=C/Cc1c(OCCOCC)c(CCCCCCCCC)c([PH2]=N)c2nc(CCOC=O)cnc12.c1cc[nH]c1.c1cc[nH]c1.c1cc[nH]c1.c1cc[nH]c1.c1cc[nH]c1.

These are the Mulliken partial charges, in e, on atoms 1 to 2:
1 C -0.5759
2 C -0.5921


no.,F_max (Eh/bohr),energy (eV)
1,0.0357,-6818.797
2,0.0156,-137472.868
3,0.1354,-6854.889
4,0.0718,-79655.231